Molecular formula: C31H84O11
Method: DFT, ωB97M-V with the def2-TZVPD basis set

Summary:
**SMILES string**: CC(C)O.CC(C)O.CC(C)O.CC(C)O.CC(C)O.CC(C)O.CC(C)O.CC(C)O.CC(C)O.CCO.CCO
**E_LUMO**: 0.380 eV
**Strongest force on any atom**: 2.31 eV/A
**Calculated total energy**: -56030.1305 eV

Each line ends with the Mulliken charge.
Cartesian coordinates (Å):
C: 5.354 24.896 -10.552  -1.3555
C: 5.001 23.423 -10.737  0.4658
O: 5.248 22.724 -9.539  -0.5578
H: 4.787 25.371 -9.755  0.2657
H: 5.198 25.422 -11.499  0.3687
H: 6.414 24.994 -10.288  0.3801
H: 5.579 23.013 -11.576  0.2401
H: 3.928 23.371 -10.998  -0.1836
H: 4.779 21.874 -9.581  0.2670
C: 0.974 24.493 -4.702  -1.2651
C: 0.740 24.109 -6.133  0.4605
O: 1.936 24.341 -6.885  -0.4576
H: 1.119 25.580 -4.644  0.3316
H: 1.829 24.002 -4.268  0.0979
H: 0.047 24.374 -4.120  0.4088
H: -0.072 24.738 -6.522  0.0806
H: 0.441 23.061 -6.233  0.0964
H: 1.841 23.839 -7.706  0.1775
C: 2.750 20.025 -8.083  -1.2741
C: 3.051 19.577 -9.474  1.6771
C: 2.255 20.236 -10.512  0.2359
O: 4.449 19.719 -9.702  -0.1772
H: 3.356 19.498 -7.349  0.1496
H: 1.717 19.736 -7.847  0.3037
H: 2.836 21.105 -7.983  0.2192
H: 2.837 18.488 -9.489  -0.5673
H: 1.190 20.093 -10.338  -0.2669
H: 2.512 19.873 -11.506  0.1885
H: 2.433 21.321 -10.542  -0.4728
H: 4.682 19.224 -10.510  0.0132
C: 3.158 16.011 -2.768  -1.5221
C: 3.903 16.822 -3.723  0.9087
C: 4.367 15.997 -4.898  -1.1748
O: 2.986 17.860 -4.167  -0.5356
H: 3.726 15.178 -2.350  0.3946
H: 2.256 15.638 -3.254  0.3271
H: 2.846 16.639 -1.929  0.3523
H: 4.800 17.245 -3.249  0.1228
H: 5.012 16.605 -5.539  0.2044
H: 3.501 15.640 -5.470  0.2271
H: 4.909 15.104 -4.584  0.4306
H: 3.137 18.022 -5.106  0.2883
C: 0.677 17.066 -14.400  -1.4320
C: 0.005 16.720 -13.119  0.4475
C: 0.449 17.653 -11.987  -0.4829
O: -1.443 16.816 -13.241  -0.5575
H: 1.762 16.938 -14.286  0.1962
H: 0.394 18.043 -14.783  0.4235
H: 0.471 16.288 -15.156  0.4421
H: 0.200 15.666 -12.888  0.1920
H: 0.016 18.635 -12.224  0.2461
H: 1.524 17.737 -11.849  -0.1005
H: -0.026 17.369 -11.042  0.3102
H: -1.668 17.178 -14.103  0.3268
C: -0.722 25.956 -9.461  -0.7663
C: -0.158 25.278 -10.691  0.0735
C: 1.171 24.619 -10.371  -0.4507
O: -1.103 24.333 -11.281  -0.5314
H: -0.613 25.356 -8.556  -0.2915
H: -1.804 26.114 -9.574  0.3898
H: -0.280 26.945 -9.340  0.4286
H: 0.122 26.039 -11.439  0.4606
H: 1.888 25.369 -9.994  0.4780
H: 1.605 24.135 -11.243  0.3498
H: 1.145 23.945 -9.510  -0.4740
H: -1.700 24.888 -11.797  0.3116
C: -2.467 20.680 -10.406  -1.1141
C: -1.789 21.008 -9.090  0.5114
C: -1.149 19.835 -8.424  -1.0393
O: -0.737 21.945 -9.316  -0.1789
H: -3.490 20.322 -10.282  0.3832
H: -1.908 19.909 -10.949  0.1220
H: -2.450 21.562 -11.050  0.2927
H: -2.503 21.469 -8.395  0.4136
H: -1.878 19.063 -8.187  0.4790
H: -0.781 20.190 -7.451  0.2940
H: -0.298 19.479 -8.992  -0.1100
H: -1.152 22.718 -9.743  0.0744
C: 8.888 17.898 -8.589  -1.2002
C: 8.250 18.438 -7.328  0.5627
C: 6.820 18.733 -7.562  -0.5575
O: 8.399 17.369 -6.334  -0.5935
H: 8.234 17.220 -9.127  0.1704
H: 9.833 17.400 -8.365  0.3907
H: 9.160 18.729 -9.257  0.3335
H: 8.768 19.328 -6.953  0.2358
H: 6.211 18.842 -6.677  0.3667
H: 6.393 18.050 -8.299  -0.2674
H: 6.773 19.675 -8.135  0.2554
H: 7.924 17.588 -5.525  0.2997
C: 5.099 25.198 -2.154  -1.2084
C: 4.346 23.875 -2.327  0.6724
C: 4.499 23.324 -3.738  -1.4014
O: 4.870 22.806 -1.377  -0.5620
H: 4.501 26.006 -2.624  0.3148
H: 6.024 25.211 -2.739  0.3007
H: 5.271 25.502 -1.127  0.3768
H: 3.266 23.981 -2.088  0.1663
H: 4.105 24.100 -4.403  0.3335
H: 3.953 22.396 -3.904  0.2970
H: 5.540 23.083 -3.935  0.4563
H: 4.819 23.116 -0.469  0.2954
C: 5.872 16.584 -13.414  -1.5862
C: 4.873 16.790 -12.294  0.8905
C: 5.459 16.433 -10.912  -1.1666
O: 4.441 18.203 -12.205  -0.4796
H: 5.367 16.703 -14.380  0.4631
H: 6.274 15.574 -13.346  0.3815
H: 6.664 17.331 -13.384  0.3379
H: 3.964 16.200 -12.514  0.1153
H: 5.460 15.358 -10.744  0.4302
H: 4.927 16.905 -10.084  -0.0216
H: 6.482 16.827 -10.857  0.3986
H: 4.240 18.608 -13.054  0.2294
C: 2.667 14.918 -9.158  -1.0270
C: 1.651 13.883 -8.819  0.7735
C: 0.456 14.437 -8.200  -1.4407
O: 1.237 13.213 -9.949  -0.5752
H: 2.373 15.507 -10.045  0.1830
H: 3.636 14.473 -9.412  0.3724
H: 2.842 15.697 -8.406  0.2384
H: 2.111 13.187 -8.105  0.1669
H: 0.678 15.010 -7.294  0.3286
H: -0.244 13.637 -7.968  0.3702
H: -0.035 15.172 -8.851  0.2519
H: 2.003 12.788 -10.349  0.3369